A 2-piece molecular cluster, C2H3BrFN overall at a distorted geometry. Source: the Open Molecules 2025 dataset; level of theory: the ωB97M-V functional and the def2-TZVPD basis.

Each line ends with the natural charge from an NBO analysis.
CARTESIAN COORDINATES (ANGSTROEM)
C -0.81 -0.48 0.16  -0.293
C 0.50 -0.40 -0.48  0.778
N 0.49 -0.18 0.85  -0.570
F 1.30 -1.14 -1.25  -0.253
Br 0.72 2.45 -1.05  -0.585
H -1.59 0.34 -0.05  0.244
H -1.30 -1.33 0.46  0.213
H 0.72 0.75 1.37  0.466

For the HOMO energy (spin up / spin down), the calculation gives -9.219 / -9.208 eV. The value obtained for the relative energy (zero: lowest compared OMol25 entry of this formula, charge and spin) is 2.123 eV. As for the lowest unoccupied orbital energy (spin up / spin down): -2.0 / -2.1 eV. The HOMO-LUMO gap (spin up / spin down) comes out at 7.22 / 7.15 eV. As for the charge: 0.

---

One molecule with the formula C18H26N2O2S. Source: the Open Molecules 2025 dataset; level of theory: the ωB97M-V functional and the def2-TZVPD basis.

Each line ends with the natural charge from an NBO analysis.
CARTESIAN COORDINATES (ANGSTROEM)
C -2.35 4.36 0.50  -0.392
C -2.26 3.81 -0.70  -0.188
C -1.57 2.51 -1.01  -0.267
N -1.10 1.81 0.17  -0.443
C -2.05 0.95 0.84  -0.314
C -1.98 -0.47 0.24  0.672
O -2.87 -0.92 -0.45  -0.614
N -0.83 -1.09 0.54  -0.664
C -0.42 -2.38 0.13  0.193
C -0.09 -3.30 1.13  -0.025
C -0.21 -2.90 2.57  -0.635
C 0.34 -4.56 0.77  -0.221
C 0.44 -4.92 -0.57  -0.200
C 0.13 -3.99 -1.55  -0.208
C -0.30 -2.71 -1.22  -0.011
C -0.55 -1.71 -2.32  -0.437
C 0.53 -0.63 -2.35  -0.596
C 0.16 1.86 0.63  0.558
O 0.56 1.20 1.57  -0.682
S 1.25 2.97 -0.24  0.173
C 2.81 2.54 0.60  -0.510
C 3.44 1.28 0.01  -0.409
C 4.78 0.99 0.68  -0.604
H -2.85 5.30 0.65  0.207
H -1.92 3.90 1.37  0.196
H -2.69 4.29 -1.56  0.206
H -0.72 2.71 -1.67  0.237
H -2.26 1.85 -1.54  0.230
H -3.05 1.35 0.71  0.235
H -1.81 0.91 1.91  0.236
H -0.22 -0.62 1.21  0.434
H 0.00 -3.75 3.22  0.220
H 0.49 -2.10 2.81  0.216
H -1.22 -2.54 2.79  0.223
H 0.59 -5.28 1.54  0.208
H 0.76 -5.91 -0.84  0.212
H 0.22 -4.27 -2.59  0.208
H -1.53 -1.26 -2.18  0.239
H -0.55 -2.23 -3.28  0.206
H 1.51 -1.07 -2.51  0.205
H 0.33 0.07 -3.16  0.207
H 0.55 -0.07 -1.41  0.200
H 2.57 2.41 1.65  0.244
H 3.46 3.41 0.46  0.222
H 3.58 1.41 -1.06  0.202
H 2.76 0.44 0.17  0.212
H 4.65 0.85 1.75  0.205
H 5.21 0.08 0.27  0.214
H 5.47 1.81 0.52  0.200

For the HOMO energy, the calculation gives -8.693 eV. The value obtained for the relative energy (zero: lowest compared OMol25 entry of this formula, charge and spin) is 0.000 eV. Its SMILES is C=CCN(CC(=O)Nc1c(C)cccc1CC)C(=O)SCCC. As for the lowest unoccupied orbital energy: 0.7 eV. The HOMO-LUMO gap comes out at 9.35 eV. As for the charge: 0.

---

An isolated ion of composition C2H6Cl3NP and charge +1 at a distorted geometry. Source: the Open Molecules 2025 dataset; level of theory: the ωB97M-V functional and the def2-TZVPD basis.

Each line ends with the natural charge from an NBO analysis.
CARTESIAN COORDINATES (ANGSTROEM)
C 0.72 -0.76 -0.95  -0.440
N 0.07 -0.12 0.25  -0.790
C 1.00 0.75 1.02  -0.422
P -1.53 -0.08 0.09  1.531
Cl -2.40 0.40 1.78  -0.053
Cl -2.15 -1.78 -0.63  -0.049
Cl -2.38 1.52 -1.50  -0.230
H 0.40 -1.79 -1.22  0.244
H 0.60 -0.13 -1.80  0.226
H 1.80 -0.79 -0.75  0.249
H 0.47 1.26 1.81  0.237
H 1.82 0.06 1.58  0.253
H 1.57 1.46 0.31  0.244

For the HOMO energy, the calculation gives -15.141 eV. The value obtained for the relative energy (zero: lowest compared OMol25 entry of this formula, charge and spin) is 1.302 eV. Its SMILES is C[N+](C)=P(Cl)(Cl)Cl. As for the lowest unoccupied orbital energy: -6.0 eV. The HOMO-LUMO gap comes out at 9.15 eV. As for the charge: +1.

---

One molecule with the formula C5H5NO at a distorted geometry. Source: the Open Molecules 2025 dataset; level of theory: the ωB97M-V functional and the def2-TZVPD basis.

Each line ends with the natural charge from an NBO analysis.
CARTESIAN COORDINATES (ANGSTROEM)
C -0.28 1.30 -0.04  0.004
C -1.04 0.19 -0.22  -0.221
C -0.60 -1.21 -0.29  0.061
C 1.43 -0.21 0.39  0.405
C -2.08 -0.79 0.10  -0.514
N 1.11 0.97 -0.12  -0.609
O 2.62 -0.77 -0.02  -0.710
H -0.41 2.40 -0.04  0.216
H -2.61 -0.86 1.11  0.231
H -2.76 -1.08 -0.60  0.226
H 1.69 1.57 -0.75  0.409
H 2.93 -1.49 0.48  0.501

For the HOMO energy (spin up / spin down), the calculation gives -8.051 / -8.050 eV. The value obtained for the relative energy (zero: lowest compared OMol25 entry of this formula, charge and spin) is 7.434 eV. As for the lowest unoccupied orbital energy (spin up / spin down): -0.3 / -0.3 eV. The HOMO-LUMO gap (spin up / spin down) comes out at 7.76 / 7.76 eV. As for the charge: 0.

---

C7H21N7O14 as an isolated structure at a distorted geometry. Source: the Open Molecules 2025 dataset; level of theory: the ωB97M-V functional and the def2-TZVPD basis.

Each line ends with the natural charge from an NBO analysis.
CARTESIAN COORDINATES (ANGSTROEM)
C -1.96 3.90 0.06  -0.476
N -0.94 2.90 -0.35  0.519
O -1.03 2.44 -1.49  -0.382
O -0.16 2.48 0.52  -0.340
H -2.95 3.46 0.11  0.242
H -1.94 4.65 -0.73  0.240
H -1.71 4.43 0.98  0.237
C -1.75 -0.03 2.74  -0.452
N -1.87 -0.43 1.30  0.482
O -2.33 -1.54 1.07  -0.289
O -1.56 0.41 0.34  -0.443
H -2.20 -0.73 3.45  0.259
H -2.19 0.96 2.64  0.238
H -0.70 0.12 2.94  0.274
C 0.24 0.71 -0.77  -0.525
N 1.21 0.72 0.39  0.568
O 1.18 -0.14 1.25  -0.415
O 1.89 1.71 0.48  -0.415
H 0.52 -0.09 -1.46  0.323
H 0.36 1.65 -1.31  0.270
H -0.79 0.54 -0.46  0.258
C -0.04 -3.10 -2.41  -0.580
N -0.09 -1.66 -2.71  0.545
O -0.28 -0.94 -1.78  -0.413
O -0.10 -1.29 -3.88  -0.379
H 0.98 -3.47 -2.33  0.241
H -0.50 -3.65 -3.23  0.257
H -0.59 -3.42 -1.53  0.296
C 3.69 2.17 1.75  -0.501
N 3.94 0.94 2.56  0.519
O 4.39 1.03 3.75  -0.433
O 3.68 -0.13 2.03  -0.344
H 3.13 2.09 0.82  0.289
H 4.67 2.55 1.46  0.211
H 3.16 2.80 2.46  0.208
C -2.20 -0.68 -1.14  -0.521
N -2.34 -2.08 -1.55  0.498
O -1.70 -2.93 -0.90  -0.411
O -3.09 -2.41 -2.51  -0.380
H -1.55 -0.24 -1.89  0.278
H -1.66 -0.74 -0.20  0.286
H -3.18 -0.24 -0.92  0.212
C 0.52 -1.99 0.09  -0.478
N 1.99 -1.61 0.04  0.503
O 2.41 -0.91 -0.92  -0.447
O 2.68 -2.00 1.02  -0.321
H 0.28 -2.60 0.96  0.230
H 0.43 -2.60 -0.81  0.209
H 0.04 -1.01 0.08  0.255

For the HOMO energy, the calculation gives -9.057 eV. The value obtained for the relative energy (zero: lowest compared OMol25 entry of this formula, charge and spin) is 23.251 eV. As for the lowest unoccupied orbital energy: -2.0 eV. The HOMO-LUMO gap comes out at 7.07 eV. As for the charge: 0.

---

C12H10Cl4N2O2STi as an isolated structure. Source: the Open Molecules 2025 dataset; level of theory: the ωB97M-V functional and the def2-TZVPD basis.

Each line ends with the Löwdin spin population.
CARTESIAN COORDINATES (ANGSTROEM)
Ti -0.26 0.16 1.08  0.950
Cl 1.18 1.57 -0.25  0.015
C 1.84 0.51 -1.54  0.013
C 2.84 1.04 -2.31  0.001
C 3.36 0.23 -3.31  -0.001
C 2.87 -1.05 -3.49  0.000
C 1.85 -1.54 -2.68  -0.001
Cl 1.28 -3.14 -2.95  0.000
C 1.30 -0.77 -1.66  0.014
S 0.02 -1.39 -0.61  0.005
H 3.21 2.05 -2.14  0.000
H 4.15 0.60 -3.94  0.000
H 3.27 -1.69 -4.26  0.000
Cl 2.18 -3.34 2.29  0.000
C 2.52 -1.60 2.35  0.001
Cl 4.17 -1.25 2.84  0.000
C 1.53 -0.96 3.31  0.001
O 1.63 -0.90 4.48  -0.003
O 0.43 -0.43 2.66  -0.008
H 2.38 -1.23 1.34  0.000
C -3.65 -0.17 -0.68  0.001
C -3.36 0.77 0.42  0.002
N -2.19 0.95 1.04  0.001
C -2.39 1.93 2.02  0.004
C -3.68 2.33 1.98  0.000
N -4.26 1.60 0.97  0.002
H -2.74 -0.67 -1.01  0.000
H -4.08 0.36 -1.53  0.000
H -4.36 -0.93 -0.35  0.000
H -1.61 2.25 2.68  0.001
H -4.22 3.05 2.56  0.000
H -5.23 1.65 0.68  0.000

For the HOMO energy (spin up / spin down), the calculation gives -11.945 / -11.939 eV. The value obtained for the relative energy (zero: lowest compared OMol25 entry of this formula, charge and spin) is 0.840 eV. As for the lowest unoccupied orbital energy (spin up / spin down): -4.0 / -4.1 eV. The spin multiplicity is 2. The HOMO-LUMO gap (spin up / spin down) comes out at 7.90 / 7.85 eV. As for the charge: +1.

---

C35H34Br2CeN6O5 as an isolated structure at a distorted geometry. Source: the Open Molecules 2025 dataset; level of theory: the ωB97M-V functional and the def2-TZVPD basis.

Each line ends with the Löwdin charge.
CARTESIAN COORDINATES (ANGSTROEM)
Ce 0.10 -0.08 -0.28  1.369
C 0.11 1.74 -4.90  -0.011
O -0.69 0.54 -4.72  -0.098
C -1.86 0.75 -4.08  -0.258
C -3.06 0.75 -4.76  0.046
C -4.31 0.79 -4.10  -0.019
C -4.31 0.82 -2.71  -0.019
C -3.14 0.81 -1.98  -0.132
C -3.18 0.60 -0.54  -0.004
N -2.21 0.32 0.24  -0.068
N -2.55 0.03 1.57  0.131
C -1.48 0.03 2.31  -0.386
O -0.34 0.47 1.74  -0.211
C -1.49 -0.38 3.69  -0.173
C -2.54 -1.16 4.13  -0.031
C -2.64 -1.51 5.46  -0.050
C -1.67 -1.10 6.37  -0.045
C -0.62 -0.30 5.93  -0.055
C -0.50 0.03 4.59  -0.003
C -1.92 0.79 -2.69  -0.209
O -0.79 0.68 -1.96  -0.255
H -0.19 2.28 -5.78  0.097
H 1.14 1.42 -5.05  0.097
H 0.01 2.36 -4.01  0.085
H -3.02 0.67 -5.85  0.140
H -5.24 0.80 -4.65  0.120
H -5.24 0.83 -2.15  0.129
H -4.18 0.59 -0.11  0.150
H -3.33 -1.42 3.44  0.115
H -3.47 -2.12 5.79  0.114
H -1.75 -1.37 7.41  0.114
H 0.08 0.07 6.67  0.112
H 0.33 0.65 4.26  0.116
Br 6.31 -1.50 2.75  0.886
C 4.72 -1.24 1.81  -0.650
C 4.64 -0.24 0.86  -0.054
C 3.41 -0.09 0.23  -0.107
N 2.34 -0.85 0.52  0.001
C 2.45 -1.85 1.42  -0.161
C 3.64 -2.07 2.08  -0.025
C 1.23 -2.66 1.67  -0.155
C 1.24 -3.75 2.52  -0.021
C 0.05 -4.42 2.78  -0.659
Br 0.03 -5.85 3.96  0.887
C -1.12 -4.02 2.16  -0.058
C -1.05 -2.95 1.30  -0.110
N 0.09 -2.29 1.05  0.036
H 5.49 0.39 0.63  0.126
H 3.27 0.69 -0.50  0.126
H 3.74 -2.85 2.82  0.113
H 2.15 -4.08 2.99  0.112
H -2.07 -4.50 2.37  0.127
H -1.96 -2.60 0.83  0.129
N 1.66 7.43 -0.19  0.198
C 2.20 6.41 0.51  -0.485
O 3.14 6.52 1.25  0.093
C 1.64 5.02 0.29  -0.086
C 0.74 4.66 -0.71  0.031
C 0.41 3.33 -0.87  -0.075
N 0.89 2.36 -0.08  -0.020
C 1.69 2.73 0.93  -0.103
C 2.11 4.02 1.12  0.039
H 2.06 8.34 -0.01  0.132
H 0.76 7.37 -0.62  0.098
H 0.33 5.40 -1.39  0.120
H -0.25 3.02 -1.68  0.107
H 2.04 1.96 1.62  0.120
H 2.81 4.28 1.91  0.137
C -2.02 -2.60 -2.30  -0.014
C -0.64 -3.14 -1.99  -0.200
O 0.34 -2.07 -1.90  -0.286
C 1.00 -1.78 -3.15  -0.214
C 2.51 -1.91 -3.03  -0.028
H -2.74 -3.41 -2.41  0.103
H -2.04 -2.02 -3.21  0.089
H -2.39 -1.97 -1.47  0.071
H -0.29 -3.82 -2.74  0.130
H -0.60 -3.66 -1.04  0.103
H 0.70 -0.78 -3.45  0.099
H 0.62 -2.48 -3.89  0.133
H 2.93 -1.24 -2.27  0.057
H 2.96 -1.62 -3.99  0.099
H 2.81 -2.95 -2.82  0.098

For the HOMO energy, the calculation gives -13.444 eV. The value obtained for the relative energy (zero: lowest compared OMol25 entry of this formula, charge and spin) is 0.000 eV. As for the lowest unoccupied orbital energy: -6.9 eV. The HOMO-LUMO gap comes out at 6.58 eV. As for the charge: +2.

---

A 21-piece molecular cluster, H43O21 overall at a distorted geometry. Source: the Open Molecules 2025 dataset; level of theory: the ωB97M-V functional and the def2-TZVPD basis.

Each line ends with the Löwdin spin population.
CARTESIAN COORDINATES (ANGSTROEM)
O 3.31 1.12 1.52  0.018
H 1.85 -3.36 0.22  0.000
H -3.46 0.18 -1.34  0.000
O 2.46 0.24 3.56  0.037
H 1.80 0.59 4.14  0.000
H -0.52 -1.65 -3.02  0.000
O 2.96 1.49 -1.68  0.000
H 3.31 0.65 -1.90  0.000
H 2.54 -1.58 -4.79  0.000
O -1.95 -3.25 -2.25  0.000
H 1.48 -1.31 -3.73  0.000
H -3.60 2.86 2.49  0.000
O -3.07 0.26 -3.82  0.000
H -2.02 0.44 2.62  0.000
H -3.95 -0.09 -4.08  0.000
O 2.36 -1.12 -3.99  0.000
H 1.65 -1.16 1.00  -0.006
H -2.78 -2.29 3.20  0.000
O -1.17 4.70 -0.55  0.000
H -3.18 1.19 -4.05  0.000
H -0.96 -2.07 0.96  0.000
O -0.28 -0.78 -3.39  0.000
H 3.71 1.21 0.62  0.000
H -2.18 -3.02 1.26  0.000
O 0.08 -1.31 3.54  0.018
H 0.65 -4.60 -0.85  0.000
H 2.02 -2.26 -0.41  0.000
O -1.20 0.72 2.17  0.003
H -1.97 -2.56 -2.97  0.000
H -0.43 -0.19 0.86  -0.006
O 1.27 -0.48 1.73  0.609
H 0.27 -0.93 2.46  -0.001
H -2.11 4.88 -0.56  0.000
O 2.14 1.79 -4.88  0.000
H 1.46 2.33 -4.49  0.000
H -0.71 5.00 -1.35  0.000
O 0.84 -3.72 -1.19  0.000
H -0.72 -1.87 3.53  0.001
H 0.19 -3.39 -1.83  0.000
O -2.64 -1.70 3.95  0.000
H -3.49 -1.27 4.18  0.000
H -1.16 -0.32 -3.35  0.000
O -3.04 -0.59 -1.00  0.005
H -0.55 -0.24 -0.78  0.003
H 3.23 0.79 3.64  0.001
O -1.25 1.69 -0.54  -0.001
H 2.20 -0.01 2.11  -0.001
O 2.05 3.41 3.05  0.000
H 1.73 4.25 2.62  0.000
H 1.99 3.24 3.98  0.000
O -0.20 -0.69 0.02  0.304
H 0.89 -2.02 3.46  0.000
H 3.22 2.03 1.83  0.000
O -2.77 2.99 2.00  0.000
H -1.18 1.67 2.09  0.000
H 1.92 0.86 -4.95  0.000
O -1.51 -2.40 1.66  0.008
H -2.95 2.62 1.16  0.000
H -2.81 -3.16 -1.80  0.000
O 2.37 -2.57 0.46  0.006
H 2.88 2.19 -2.30  0.000
H -2.30 -0.10 -0.56  0.001
H -1.32 2.63 -0.74  0.000
H -0.45 1.58 -1.14  0.000

For the HOMO energy (spin up / spin down), the calculation gives -15.240 / -15.240 eV. The value obtained for the relative energy (zero: lowest compared OMol25 entry of this formula, charge and spin) is 2.973 eV. As for the lowest unoccupied orbital energy (spin up / spin down): -5.4 / -11.6 eV. The spin multiplicity is 2. The HOMO-LUMO gap (spin up / spin down) comes out at 9.80 / 3.68 eV. As for the charge: +2.

---

Total energy for every record listed, in sequence, given in eV: -76368.826; -36999.483; -50510.870; -8795.985; -46652.662; -103718.484; -209028.194; -43675.295.